1.
75
Properties=species:S:1:pos:R:3:forces:R:3:lowdin_charge:R:1 method="wB97M-V/def2-TZVPD" charge=+2 e_above_lowest_kj_mol=4.7 gap_ev="4.06 / 4.06" fmax_ev_per_a=4.8 lumo_energy_ev="-7.33 / -7.33" energy_ev=-69952.8004 multiplicity=1
H 2.1741 2.1708 8.0726 -0.063 -0.065 -0.111 0.1368
H 0.7644 3.5922 6.4777 0.271 -0.162 0.280 0.1421
H -1.3328 3.1631 4.8036 0.169 -0.068 -0.062 0.1563
H -2.2521 1.9099 -3.1327 0.200 0.147 -0.066 0.0917
C 0.9714 2.5363 6.3190 -0.178 0.181 -0.273 0.0197
C -2.6437 -0.6099 3.2101 -0.185 -1.116 0.794 -0.1441
H -1.5641 4.0507 -0.1594 0.550 -0.310 -0.235 0.1240
C 1.2215 -3.4108 -5.0066 -0.011 -0.136 0.259 -0.0747
Cl 1.7011 -1.0228 2.3942 0.130 -0.051 0.269 0.3057
C 0.7676 -3.7403 0.0498 1.892 1.158 -0.355 -0.0599
C 1.2788 -0.1119 5.7107 0.058 0.392 -0.023 -0.0939
C 0.1951 1.1762 0.2828 0.127 -0.039 -0.278 -0.2254
C -0.9793 -1.8261 4.3127 -1.821 -0.782 -0.416 -0.1867
H -0.3789 -2.2772 5.1011 -0.099 0.328 -0.329 0.1308
H -1.2030 -4.6125 0.0689 0.162 0.186 -0.313 0.1240
H 0.1163 3.7163 3.9229 -0.051 -0.260 0.064 0.1602
H 1.1708 -3.6950 -7.1538 -0.162 0.173 0.360 0.1128
H -1.2674 2.5898 2.4560 0.328 -0.166 -0.014 0.1112
C 1.2152 2.0932 -4.8649 -0.130 -0.585 0.373 -0.0652
H -1.5852 3.9540 -4.3878 0.084 -0.149 -0.053 0.1068
C -0.7287 3.3370 -0.2295 -0.429 -0.263 -0.322 -0.0733
O -0.8296 2.0330 3.1291 -0.016 0.434 0.458 -0.1751
H -2.5100 -0.5516 -2.6878 -0.014 -0.090 0.516 0.0340
H 1.5105 0.0783 -4.1575 -0.288 0.267 -0.011 0.0795
H -2.2309 -0.2819 5.4082 0.328 0.075 -0.373 0.1420
C -0.4461 -1.8957 -4.0500 -0.361 -0.432 0.346 -0.2681
C -0.4257 2.8322 4.2828 -0.325 0.224 -0.299 -0.0736
C 1.2863 1.3576 -0.5993 0.081 0.761 0.394 -0.3103
H -1.8591 -1.1093 -5.4966 0.360 -0.190 -0.006 0.1083
H -1.8770 1.7101 0.6742 0.422 0.312 0.009 0.1189
C 1.0683 -1.4926 -0.8921 -0.265 2.131 0.425 -0.3617
H 0.6431 4.0800 -5.4906 -0.131 -0.370 0.203 0.1148
Si -1.0359 -0.7020 -2.6443 0.765 -0.298 -3.653 0.7777
C 0.4619 3.6437 -0.8960 0.288 0.275 -0.060 -0.0493
Si 2.3027 -0.1056 -1.3096 -2.848 -0.724 0.180 0.8615
C -1.2622 1.9724 -3.5872 0.320 0.501 -0.097 -0.1194
C 1.5750 -2.6776 -0.3765 0.133 -2.515 0.427 -0.1950
H -0.8483 -2.2694 -7.4454 0.098 -0.011 0.379 0.1111
C 1.8606 0.3916 6.8691 -0.252 -0.066 -0.345 0.0058
C 0.6212 -2.7953 -3.8964 0.039 0.212 -0.146 -0.0961
C -1.0847 -2.3299 2.9697 -1.494 -0.178 0.656 -0.1658
C -0.4508 -1.4123 -0.9974 0.495 -0.005 -0.348 -0.3886
H -0.5872 -3.2055 2.5606 0.174 0.476 0.038 0.1219
Hf -0.3683 -0.1041 2.9184 3.639 2.958 -0.850 1.3582
C -1.9588 -0.7657 4.4704 -0.917 -1.435 -0.502 -0.1518
C -0.6077 -3.7391 -0.2095 -2.000 0.346 -0.665 -0.0982
H 1.3601 -1.1706 5.4453 0.150 0.575 0.114 0.1043
C 0.3530 3.1819 -4.9353 -0.149 0.181 0.070 -0.0744
H 2.6550 -2.7951 -0.2609 -0.249 0.110 0.015 0.1114
C 1.4387 2.6627 -1.1303 -0.954 -0.264 0.333 -0.0666
H 1.2203 -4.5947 0.5494 -0.019 0.187 -0.101 0.1206
H 0.1725 0.2345 0.9353 0.063 0.559 -1.809 -0.0244
C 0.8379 0.9404 -4.1527 0.444 0.485 -0.189 -0.1280
C -0.3796 0.8939 -3.4584 -0.364 -0.171 0.519 -0.3002
H 1.0087 -2.9968 -2.8942 0.045 0.030 -0.417 0.0800
C -0.9878 -1.7579 -5.3432 0.114 0.154 -0.143 -0.0996
C -0.8961 2.0474 0.2853 0.084 0.241 0.574 -0.1493
C -0.4188 -2.4021 -6.4491 -0.084 -0.007 0.255 -0.0692
C 0.7078 -3.2170 -6.2856 -0.172 0.238 0.098 -0.0754
H -0.9485 -0.6386 -0.3797 0.390 -0.354 -0.075 0.0717
H -2.4872 -1.7902 1.2981 0.298 0.232 -0.077 0.1185
C 0.4172 1.9814 5.1757 0.324 -0.772 0.053 -0.2265
C 1.7243 1.7508 7.1788 -0.198 -0.325 -0.307 0.0204
H -3.5104 0.0267 3.0187 0.499 -0.019 0.063 0.1412
H 2.3940 -0.2906 7.5224 -0.009 0.142 -0.099 0.1306
H 2.2940 2.8853 -1.7717 -0.318 -0.056 0.116 0.1173
C -2.0936 -1.5602 2.2797 -0.230 -0.658 1.387 -0.1483
C -0.8950 3.1173 -4.3139 -0.071 -0.345 0.225 -0.0762
N 0.5808 0.6759 4.8409 0.007 0.412 0.877 -0.0346
H -2.2740 -2.6699 -1.0721 0.388 -0.130 0.075 0.1187
C -1.2063 -2.6670 -0.8201 0.276 -0.870 1.137 -0.1111
H 0.5961 4.6494 -1.3090 -0.034 -0.414 0.181 0.1239
H 2.0988 -4.0507 -4.8658 -0.385 0.195 -0.012 0.1094
H 3.4661 -0.2120 -0.5210 1.289 -0.412 0.892 -0.0761
H 2.1833 2.1214 -5.3602 -0.211 -0.016 0.020 0.1119

2.
79
Properties=species:S:1:pos:R:3:forces:R:3:lowdin_charge:R:1 method="wB97M-V/def2-TZVPD" charge=+2 e_above_lowest_kj_mol=0.0 s_squared=0.754 gap_ev="8.09 / 8.32" fmax_ev_per_a=0.6 lumo_energy_ev="-5.22 / -5.21" energy_ev=-88431.5871 multiplicity=2
C 4.0719 -1.2907 2.4073 0.028 -0.017 -0.042 0.0071
N -1.6085 0.4713 1.0622 0.012 0.147 0.061 0.0362
C -1.0855 -4.6455 3.0531 -0.005 0.003 -0.021 -0.0185
H 3.2409 0.5011 -5.2835 -0.001 -0.002 0.000 0.1157
N -1.7505 -0.4393 -3.7101 -0.048 0.114 0.014 -0.0368
H 1.6877 1.8456 -0.6610 -0.025 0.010 0.018 0.1106
C 0.3784 2.1258 -3.2560 -0.022 0.000 -0.039 -0.0215
C -2.9426 3.0508 -1.1698 -0.029 -0.033 0.008 -0.1564
H 5.8383 -1.8494 1.3251 0.001 -0.001 -0.004 0.1251
H -4.5485 -0.9941 -3.6225 0.006 0.003 -0.004 0.0979
C -4.0929 1.6106 0.5007 -0.055 0.026 -0.023 0.0324
C 1.6641 2.3263 0.3122 0.070 -0.038 -0.010 -0.0920
C 1.4099 2.9087 -3.7531 0.010 0.001 -0.007 -0.0565
N 2.0845 -1.0070 1.1244 -0.188 0.144 0.173 0.0522
H -2.3312 -1.9161 -0.8712 -0.002 0.012 -0.008 0.1074
H 1.5205 3.7831 3.8238 0.001 -0.001 -0.004 0.1281
C 4.7840 -1.6154 1.2666 -0.049 0.010 0.022 -0.0180
C -0.7367 -0.6103 -1.7229 0.048 0.030 0.013 -0.3955
H 2.2135 -1.2868 -0.9037 0.008 0.008 0.031 0.1084
H -3.0102 -0.0720 -5.3067 0.004 -0.018 0.001 0.0978
C -0.9274 -3.4929 3.8086 0.002 0.015 0.007 0.0091
H -0.1779 -1.2190 4.9679 0.009 -0.026 -0.008 0.1415
H -5.0533 2.0522 0.2711 0.001 -0.003 0.005 0.1398
C 0.4480 1.2571 3.6031 0.031 -0.031 -0.065 -0.0938
C -1.9472 -1.3410 -1.6959 0.027 -0.013 -0.012 0.0531
C 2.7224 -0.9968 2.2983 0.024 -0.025 0.052 -0.2188
N 0.5599 -0.1701 3.2614 0.034 0.023 0.209 -0.1915
C 2.1014 4.1461 1.7825 0.007 0.000 -0.024 -0.0185
H 4.5507 -1.2642 3.3774 0.005 -0.001 -0.004 0.1304
H -0.4516 2.5713 -2.7197 0.009 0.013 -0.006 0.0981
C -0.6301 -3.3479 1.1106 -0.014 0.008 -0.052 -0.0884
N -0.4967 -2.2333 1.8315 0.061 0.109 0.037 0.0683
C -1.7234 1.4708 0.1855 -0.006 0.040 0.036 -0.0568
H -1.0243 -5.4515 1.0545 -0.001 0.004 -0.002 0.1199
H 4.6294 -1.8748 -0.8693 0.003 -0.002 0.008 0.1191
H -0.6117 1.5112 3.6719 -0.028 -0.004 -0.032 0.1329
H -1.3821 -0.4517 3.9627 -0.086 0.020 -0.025 0.1147
C 2.1587 3.6017 0.5067 0.011 0.016 0.033 -0.0201
H 2.4784 5.1421 1.9721 0.001 -0.001 0.002 0.1246
C -0.9277 -4.5742 1.6780 -0.005 -0.008 0.029 -0.0216
C 2.7762 -1.3144 0.0190 -0.139 -0.012 -0.102 -0.0728
C -3.8114 -1.7797 -3.4478 0.001 -0.005 0.003 0.0051
H -1.7105 1.1085 -5.1111 -0.014 0.009 0.010 0.1036
C 1.9181 -0.6964 3.5338 -0.016 0.045 -0.012 -0.0687
N -2.8822 3.8006 -2.0373 0.005 0.006 0.013 0.1996
C 2.4424 0.9520 -4.7102 -0.001 -0.007 0.002 -0.0512
C -3.9720 0.5825 1.4176 0.011 -0.036 0.025 -0.0006
H -4.2189 -2.4711 -2.7148 -0.002 0.004 0.000 0.0909
Co 0.2230 -0.3116 1.1541 0.396 -0.473 -0.016 0.5016
H 2.4726 0.0011 4.1665 -0.004 0.006 0.002 0.1427
H 2.5830 4.1527 -0.3205 -0.002 -0.006 -0.003 0.1171
C -1.9596 0.0510 -5.0618 0.012 -0.027 -0.006 0.0433
C 1.4166 0.1614 -4.2130 0.035 -0.016 0.024 -0.0022
H -0.4861 -3.2438 0.0411 0.010 0.009 0.022 0.1147
H -3.6648 -2.3190 -4.3834 0.001 -0.007 0.006 0.0985
H 1.4035 -0.9082 -4.3824 0.001 0.001 -0.003 0.1271
O 0.1899 -0.4162 -0.8772 -0.054 -0.037 -0.124 -0.0942
N -0.6636 -0.0468 -2.9645 0.045 -0.039 -0.065 0.0652
H 3.2372 2.9349 -4.8731 0.001 -0.001 -0.001 0.1161
C 4.1177 -1.6303 0.0503 0.063 -0.019 -0.031 -0.0224
C -2.5313 -1.2107 -2.9430 -0.037 0.000 0.016 -0.2405
N 1.1310 1.6080 1.3049 -0.213 0.106 -0.063 0.0607
C 1.5654 3.3936 2.8151 0.040 -0.011 0.019 0.0099
H -1.3517 -0.4998 -5.7784 0.014 0.003 0.005 0.1070
H 1.3996 3.9788 -3.5937 -0.008 0.001 -0.001 0.1157
C -0.4469 -1.0078 3.9282 0.055 0.003 -0.021 -0.1108
H -2.6207 -0.8171 2.3132 0.003 -0.036 0.062 0.1058
H -1.0233 -3.5166 4.8863 0.002 0.001 -0.004 0.1280
C -0.6310 -2.3040 3.1634 0.014 -0.015 0.020 -0.2510
H 1.8290 -1.6220 4.1076 0.012 -0.010 -0.008 0.1429
C -2.9397 2.0513 -0.1364 0.039 0.017 -0.028 -0.1709
C 0.3965 0.7582 -3.4893 -0.059 0.013 0.033 -0.2166
C -2.7248 0.0317 1.6572 -0.039 -0.002 -0.180 -0.0777
H -4.8371 0.1898 1.9322 0.001 0.003 0.000 0.1262
H 0.8949 1.4705 4.5790 -0.021 0.037 0.005 0.1390
C 1.0880 2.1232 2.5359 0.022 -0.055 0.025 -0.2250
H -0.8155 1.8000 -0.2980 -0.019 0.002 0.003 0.1076
C 2.4396 2.3208 -4.4771 -0.003 0.016 0.004 -0.0545
H -1.3153 -5.5869 3.5338 0.003 -0.001 0.000 0.1251

3.
91
Properties=species:S:1:pos:R:3:forces:R:3:lowdin_charge:R:1 method="wB97M-V/def2-TZVPD" charge=-1 e_above_lowest_kj_mol=0.0 gap_ev=7.43 fmax_ev_per_a=7.1 lumo_energy_ev=1.88 energy_ev=-148472.4117 multiplicity=1
C -1.2955 0.6767 1.8469 -0.006 0.375 -0.637 -0.1340
C -4.7156 -2.7832 -0.0049 1.111 -0.984 -2.581 -0.2509
H -2.3783 0.6917 1.7625 0.372 -0.026 0.113 0.0646
F -6.9522 -1.7710 1.8396 3.110 -1.000 1.087 0.0338
C 3.9792 -0.9252 5.1142 0.153 -0.063 0.136 -0.0785
C 7.0140 -1.0891 1.1659 -0.016 0.053 -0.163 -0.0789
C 4.9365 -1.3526 6.0238 -0.010 -0.094 -0.009 -0.0898
H -1.2606 -0.3196 3.7526 -0.076 0.043 -0.102 0.0913
C 2.8893 3.8373 -1.4719 -0.250 -0.564 0.060 -0.1512
C -5.7247 -2.1829 2.4538 -1.439 -1.941 1.103 -0.3512
S -4.8150 -0.6787 3.1450 4.380 2.697 1.750 0.7157
H 2.3823 5.3115 -4.4622 -0.008 -0.048 0.058 0.1023
H 1.2248 1.6865 0.0492 0.031 -0.110 0.167 0.0582
H 1.1754 3.1511 -4.7968 0.000 -0.024 0.079 0.1015
C 5.8057 -0.4235 6.5788 -0.071 -0.091 -0.066 -0.0879
C 1.6711 3.3727 -3.8595 0.119 0.196 0.030 -0.0681
O -4.4716 2.3972 7.0020 -2.621 -0.268 0.532 -0.0288
C -4.8101 -3.1632 1.5570 -0.390 -2.103 1.012 -0.1925
F -6.0070 -2.8786 -0.6505 3.818 0.812 2.057 0.0805
P -7.9558 1.6453 3.0961 0.237 1.717 0.274 0.5244
C -0.8097 -1.1930 -2.8415 0.245 0.500 -0.354 -0.1299
F -3.5213 -3.3330 2.1629 -3.369 0.818 -1.926 0.0862
H -7.6532 3.3194 4.4376 -0.590 0.008 -0.656 -0.0820
H 3.4986 5.7390 -2.2694 -0.029 -0.061 0.023 0.0984
H 7.6843 -1.4095 -0.8531 -0.047 0.037 0.043 0.1013
N 4.7614 1.3438 5.3190 0.108 -0.737 0.244 0.0688
C 0.7128 0.1209 2.9982 -0.029 -0.015 -0.039 -0.0880
C 5.3984 0.8542 0.1580 -0.173 0.077 0.666 -0.1391
N 2.2440 2.6684 -1.6286 0.262 0.687 -0.727 0.0446
H 3.2062 0.8052 4.0871 0.072 -0.045 0.058 0.0783
H 0.2010 0.3120 -6.8653 -0.027 -0.052 -0.023 0.0896
C 2.9659 4.8136 -2.4519 -0.060 -0.044 -0.125 -0.0803
N 5.3576 0.6319 1.4835 0.487 -0.489 -0.446 0.0684
H -0.6816 1.8925 -10.5509 0.007 -0.068 -0.022 0.0999
N -0.6303 1.2347 0.8173 0.430 -0.358 0.563 0.0575
C -0.9863 -2.5381 -2.5597 0.097 -0.178 -0.123 -0.0588
C -0.3824 1.0147 -9.9865 0.021 0.222 0.624 -0.1575
N -8.2581 3.1520 3.6108 0.547 -0.968 0.546 -0.4181
C 0.1118 0.1344 -7.9325 -0.168 0.612 -0.170 -0.1460
C 2.3435 4.5718 -3.6692 -0.005 0.023 -0.060 -0.0851
H 0.4267 -2.2435 -10.3031 -0.016 0.069 0.033 0.1030
H 6.3311 1.6671 6.6069 0.007 -0.062 0.019 0.0984
C 1.4251 0.6878 1.9490 -0.092 -0.107 0.191 -0.0834
H 6.5651 -0.7228 7.2910 -0.038 0.040 -0.029 0.0960
H -0.2665 -0.2885 -11.6931 0.000 0.030 0.061 0.0980
H -1.6163 -2.8519 -1.7364 0.033 0.067 -0.045 0.0923
C 7.0335 -0.8383 -0.1992 0.037 -0.034 -0.055 -0.0887
H 1.1933 -1.2551 -5.4036 0.041 -0.075 0.018 0.0849
C 0.2344 -1.2796 -9.8435 0.021 -0.074 -0.025 -0.0853
C 6.2102 0.1512 -0.7177 0.132 -0.131 0.072 -0.0741
C 0.5781 -1.6539 -4.6027 -0.269 0.469 0.332 -0.1673
H 0.9832 -3.7178 -5.0492 -0.007 0.050 0.025 0.0969
H 5.0045 -2.4004 6.2976 -0.010 0.072 -0.014 0.1024
N -5.5311 2.1370 6.4630 4.223 0.940 -0.010 -0.1308
H 3.2848 -1.6233 4.6625 0.024 0.063 0.002 0.1019
F -6.1093 -2.9612 3.6276 0.957 2.012 -2.955 0.0140
H -1.2999 -0.4284 -2.2465 0.029 -0.078 0.049 0.1083
C -7.0922 -0.4017 6.0156 -1.454 -2.817 6.380 -0.1909
O -4.2617 0.2408 2.0687 -2.124 -2.722 1.301 -0.4319
H 6.1996 0.3719 -1.7781 -0.035 0.012 0.068 0.1007
C -0.3362 -3.4668 -3.3602 -0.039 -0.047 0.046 -0.0777
F -3.9155 -3.8281 -0.6263 -2.004 2.724 1.567 0.0476
H -9.1329 0.8050 3.0787 0.664 0.179 -0.507 -0.0510
H -7.3615 -1.5315 8.1716 -0.507 1.467 -2.307 0.0297
H 6.1105 -0.4961 3.0314 0.028 -0.017 -0.028 0.0897
N -0.2602 1.2011 -8.6612 0.151 -0.659 -0.348 0.0564
H 0.6699 -1.9403 -7.8367 -0.042 0.059 -0.008 0.0914
H 1.2355 -0.3119 3.8453 -0.077 0.013 -0.011 0.0809
Ga -6.2800 0.6544 4.4114 -1.532 0.060 1.468 0.2713
C 3.9337 0.4230 4.7955 0.263 0.630 0.103 -0.1527
O -3.7216 -1.0990 4.1362 -2.940 -0.052 -2.686 -0.4118
H 7.6440 -1.8540 1.6035 -0.049 0.047 0.005 0.0983
H 4.7394 1.6394 -0.1993 -0.006 -0.080 -0.063 0.0887
C -7.4353 -0.9357 7.1816 2.837 1.921 -5.376 -0.0624
F -4.0367 -1.5619 -0.2855 -2.504 -3.484 0.912 0.0997
H 2.5090 0.7090 1.9541 -0.003 0.032 -0.085 0.0718
C -0.6745 0.1136 2.9510 0.269 -0.057 0.101 -0.0552
C -0.1503 -0.1954 -10.6202 0.045 -0.119 0.100 -0.0832
H 3.3626 3.9780 -0.5047 -0.018 0.065 -0.027 0.1035
C 5.6773 0.9028 6.1985 -0.416 0.327 -0.443 -0.1593
C 1.6487 2.4612 -2.8160 0.135 -0.216 0.601 -0.1288
H -7.4360 1.7568 1.7552 -0.696 -0.756 0.265 -0.0487
C 6.1644 -0.3345 1.9589 -0.464 0.522 -0.071 -0.1437
C 0.4623 -3.0201 -4.4045 -0.069 0.004 0.073 -0.0820
H -0.4508 -4.5292 -3.1722 0.007 0.079 -0.008 0.1051
C 0.7135 1.2290 0.8907 -0.547 0.124 -0.271 -0.1554
F -5.4439 -4.4769 1.6175 1.570 3.155 -0.506 0.0504
N -0.0414 -0.7328 -3.8446 -0.019 -0.727 0.046 0.0560
C 0.3704 -1.1157 -8.4722 -0.019 0.003 -0.191 -0.0756
O -5.2453 2.1189 5.1217 -1.676 -1.508 -0.672 -0.2521
H 1.1332 1.5109 -2.9153 -0.025 0.046 -0.089 0.0861